Formula: C35H85Cl2N2O10PSSi2
Source: the OMol25 dataset
Level of theory: wB97M-V/def2-TZVPD

```
138
Properties=species:S:1:pos:R:3:forces:R:3
N -0.6124 -1.7353 2.6458 0.545 1.680 0.017
P 0.0069 -0.1292 2.1972 -1.677 0.392 0.240
O -0.0178 0.8416 3.6134 -0.111 -0.298 -0.881
Si 2.1699 -0.3789 1.6631 0.226 1.274 -0.628
C 2.3883 -0.5666 -0.2418 0.067 -0.938 -0.488
C 1.9145 -2.0164 -0.7962 0.243 0.501 0.553
C 2.8131 -3.2223 -0.2068 -1.152 0.207 0.235
Cl 3.3404 -4.2545 -1.6537 0.004 0.590 1.195
O 2.9322 1.1200 2.0980 1.206 -1.825 1.931
Si 4.0012 0.9623 3.4357 -0.369 0.536 -0.615
Cl 4.5440 2.8274 4.3244 -0.577 -1.168 -0.728
C 5.6122 0.0087 3.0697 1.354 0.147 -3.279
C 6.2130 0.5091 1.5327 -0.888 3.946 1.166
C 5.7625 2.0658 1.0961 4.106 -2.373 0.368
O 7.2311 1.6261 1.5616 -2.844 -2.977 -1.620
N 3.1134 0.0344 4.7001 4.814 -1.405 3.516
C 3.9665 -0.4620 5.5430 -2.251 -0.456 -1.903
S 4.9485 -1.3588 6.5172 -2.028 2.231 -1.986
H -1.5560 -1.7900 2.2425 0.479 -0.087 0.644
H -0.6115 -1.8289 3.6707 -0.135 -0.296 -0.640
H -0.5722 1.6470 3.4905 0.546 -1.058 -0.110
H 2.6781 -1.5505 2.3818 0.563 -0.176 0.061
H 3.5089 -0.4887 -0.4721 -1.482 0.217 0.258
H 1.8020 0.2253 -0.8181 0.933 -0.872 0.866
H 0.8165 -2.1585 -0.5107 1.454 -0.055 -0.567
H 2.0220 -1.9933 -1.9306 -0.261 -0.165 1.584
H 3.6994 -2.8697 0.4202 -0.965 -0.503 -1.291
H 2.1935 -3.9148 0.4634 0.901 1.018 -1.077
H 5.3951 -1.0878 2.8356 0.281 1.261 1.001
H 6.4607 0.1824 3.8081 -1.274 -0.465 -0.843
H 6.2651 -0.3125 0.6630 0.055 2.134 2.020
H 5.8264 2.9018 1.8608 -1.887 -1.112 -1.177
H 5.6837 2.2149 -0.0418 0.214 0.164 2.025
C 8.5769 6.2894 -1.1066 0.151 -0.033 -0.200
C 7.9349 5.0019 -0.6194 -0.004 0.073 0.000
O 7.2425 4.2942 -1.6397 -0.212 -0.035 0.019
C 8.0231 3.8421 -2.7370 0.005 -0.126 0.030
C 9.1061 2.8539 -2.3404 0.151 0.067 0.175
H 7.8486 6.9080 -1.6368 -0.001 -0.030 0.108
H 8.9800 6.8576 -0.2647 -0.050 -0.053 -0.050
H 9.3995 6.0881 -1.7974 0.016 0.047 0.078
H 7.1910 5.2482 0.1428 -0.091 -0.156 -0.158
H 8.6701 4.3517 -0.1351 0.061 0.010 -0.027
H 8.4439 4.6928 -3.2830 0.079 0.004 0.021
H 7.3302 3.3456 -3.4218 -0.108 0.134 0.165
H 9.8810 3.3318 -1.7364 0.017 -0.046 -0.067
H 9.5858 2.4362 -3.2287 -0.050 0.033 0.040
H 8.6862 2.0375 -1.7467 -0.015 0.051 -0.085
C -3.5522 -3.1578 -3.0241 -0.148 -0.121 0.141
C -2.1278 -3.3759 -2.5421 -0.079 0.091 -0.071
O -1.9865 -3.2820 -1.1304 0.126 0.164 0.110
C -2.7115 -4.2299 -0.3595 0.071 -0.055 0.029
C -2.3016 -5.6672 -0.6285 0.000 -0.070 -0.230
H -3.9608 -2.2300 -2.6144 0.052 -0.002 -0.061
H -3.5827 -3.1084 -4.1156 0.031 0.009 0.075
H -4.2096 -3.9718 -2.7086 0.008 0.021 -0.089
H -1.4908 -2.5951 -2.9660 0.045 -0.024 0.228
H -1.7300 -4.3296 -2.9031 -0.054 -0.052 -0.004
H -3.7887 -4.0926 -0.4999 -0.025 -0.057 -0.057
H -2.5025 -3.9968 0.6884 0.084 0.157 -0.137
H -2.5844 -5.9812 -1.6361 -0.033 -0.040 0.070
H -2.7875 -6.3419 0.0799 0.033 0.060 -0.030
H -1.2178 -5.7827 -0.5423 -0.083 0.036 0.077
C -6.6251 2.2826 -0.9535 0.134 0.118 0.172
C -6.6839 0.7722 -0.8046 -0.032 0.105 -0.101
O -5.4406 0.1299 -1.0544 0.030 -0.160 -0.165
C -4.3660 0.4722 -0.1919 0.073 -0.114 0.016
C -4.6216 0.1175 1.2621 -0.212 0.082 0.113
H -6.1870 2.5599 -1.9157 -0.090 -0.044 0.014
H -7.6273 2.7132 -0.8818 0.051 -0.041 -0.020
H -6.0102 2.7360 -0.1716 -0.068 0.025 -0.006
H -7.3876 0.3747 -1.5405 0.198 -0.121 0.001
H -7.0704 0.4868 0.1789 0.014 0.061 0.057
H -4.1094 1.5309 -0.3015 -0.033 0.043 0.074
H -3.4997 -0.0956 -0.5433 -0.156 -0.007 -0.133
H -5.4148 0.7348 1.6909 0.075 -0.001 0.043
H -3.7182 0.2741 1.8571 -0.018 -0.002 -0.060
H -4.9327 -0.9264 1.3575 0.091 0.043 -0.053
C 5.1696 -5.6376 -4.4991 0.108 0.223 0.007
C 6.1705 -6.7780 -4.4330 -0.107 0.011 -0.069
O 7.1509 -6.7304 -5.4603 0.031 -0.105 -0.113
C 7.9963 -5.5892 -5.4717 0.085 -0.081 0.016
C 8.8390 -5.4493 -4.2159 -0.127 0.005 0.225
H 4.7363 -5.5607 -5.4994 -0.004 -0.094 0.067
H 4.3660 -5.7920 -3.7746 0.085 -0.024 -0.086
H 5.6426 -4.6787 -4.2731 -0.086 -0.026 0.066
H 5.6357 -7.7222 -4.5635 0.197 0.011 -0.133
H 6.6494 -6.8269 -3.4499 -0.009 0.085 0.044
H 7.4118 -4.6824 -5.6589 -0.004 0.045 0.080
H 8.6636 -5.7110 -6.3292 -0.186 -0.150 0.004
H 8.2213 -5.2228 -3.3435 0.060 0.057 -0.022
H 9.5639 -4.6399 -4.3306 -0.042 -0.057 -0.015
H 9.3751 -6.3783 -4.0046 0.000 0.077 -0.098
C -11.9561 5.7655 0.7031 0.109 0.233 0.018
C -10.9536 4.6259 0.7591 -0.091 0.014 -0.073
O -9.9698 4.6875 -0.2640 0.059 -0.117 -0.119
C -9.1239 5.8304 -0.2610 0.089 -0.080 0.018
C -8.2845 5.9556 0.9982 -0.135 0.000 0.232
H -12.3856 5.8535 -0.2978 -0.005 -0.091 0.073
H -12.7621 5.6009 1.4225 0.062 -0.010 -0.061
H -11.4858 6.7225 0.9424 -0.071 -0.030 0.049
H -11.4866 3.6827 0.6150 0.196 0.014 -0.134
H -10.4781 4.5657 1.7433 -0.004 0.084 0.046
H -9.7084 6.7388 -0.4395 -0.003 0.035 0.078
H -8.4534 5.7190 -1.1174 -0.196 -0.159 -0.007
H -8.9049 6.1715 1.8714 0.066 0.057 -0.016
H -7.5594 6.7663 0.8955 -0.045 -0.059 -0.017
H -7.7490 5.0240 1.2000 0.004 0.071 -0.098
C -3.7848 0.7599 -4.4430 0.130 -0.109 -0.180
C -5.2846 0.5558 -4.5726 0.054 0.115 0.087
O -5.8472 1.2133 -5.7002 -0.099 0.111 -0.048
C -5.3758 0.7953 -6.9730 -0.126 -0.016 0.001
C -5.6651 -0.6649 -7.2744 0.087 -0.172 0.161
H -3.5351 1.8230 -4.4892 -0.061 -0.046 0.071
H -3.4223 0.3504 -3.4967 -0.087 0.039 -0.037
H -3.2430 0.2614 -5.2511 0.026 -0.019 0.071
H -5.7722 0.9822 -3.6929 -0.077 0.013 -0.191
H -5.5411 -0.5084 -4.5830 0.078 -0.050 -0.003
H -4.3085 1.0168 -7.0769 0.045 -0.082 0.002
H -5.8946 1.4142 -7.7101 -0.019 0.073 0.219
H -5.0867 -1.3286 -6.6270 0.011 -0.008 -0.079
H -5.4065 -0.8999 -8.3095 -0.024 0.034 0.058
H -6.7225 -0.8909 -7.1129 0.059 0.080 -0.070
C 1.6155 -0.8914 7.7296 0.028 0.119 0.146
C 0.3072 -1.0578 8.4825 0.092 -0.058 -0.052
O 0.4796 -1.4627 9.8334 -0.069 -0.139 0.067
C 1.1972 -0.5687 10.6721 -0.092 0.008 0.063
C 0.5269 0.7855 10.8251 -0.053 0.127 -0.219
H 2.2365 -1.7845 7.8318 -0.127 0.015 -0.015
H 1.4254 -0.7099 6.6689 -0.031 -0.007 0.096
H 2.1921 -0.0464 8.1145 -0.007 -0.001 -0.094
H -0.2781 -1.8444 7.9993 0.002 -0.032 0.235
H -0.2971 -0.1464 8.4309 0.048 0.075 -0.020
H 2.2294 -0.4621 10.3224 0.005 0.083 -0.040
H 1.2499 -1.0461 11.6543 -0.073 -0.144 -0.177
H 0.5419 1.3467 9.8877 0.042 0.036 0.069
H 1.0423 1.3836 11.5802 -0.029 -0.057 -0.037
H -0.5195 0.6680 11.1190 0.106 -0.037 0.054
```
Positions in Å, forces in eV/Å.

Its strongest force on any atom is 0.11910 hartree/bohr. The orbital gap comes out at 8.314 eV. The lowest unoccupied orbital energy comes out at -0.12 eV. For the calculated total energy, the calculation gives -122050.4823 eV. For the HOMO energy, the calculation gives -0.30980 Ha.


Formula: C25H32F9N4O8S
Source: the OMol25 dataset
Level of theory: wB97M-V/def2-TZVPD

```
79
Properties=species:S:1:pos:R:3:forces:R:3
C -3.8089 -0.0065 -0.0797 -1.867 -0.387 1.312
O -2.8397 0.4091 -1.1299 1.491 -2.427 0.641
C -1.8591 -0.6939 -1.2055 0.028 0.691 0.338
C -0.6705 -0.4682 -2.3251 1.692 -0.063 -0.526
C -1.0869 0.0815 -3.8277 0.081 0.941 0.322
C -1.1607 1.7505 -3.7555 -0.896 -0.464 -1.122
F -2.3679 -0.4573 -4.3396 2.964 1.005 1.324
N 0.3772 0.5822 -1.9114 1.793 1.152 1.443
C 1.8339 0.2405 -2.1337 -4.236 -2.753 -0.383
N 2.8857 1.1069 -2.3176 -0.464 0.122 0.285
C 2.7605 2.6408 -2.2959 -0.850 1.486 -0.251
C 2.1234 3.1990 -0.8642 -0.314 -0.658 -0.719
O 2.2253 4.6901 -0.7423 -0.725 -1.969 1.554
C 1.7911 5.0699 0.6109 1.579 0.324 1.251
C 0.4686 6.0290 0.6832 1.088 2.067 -0.091
F 0.8021 7.3112 -0.0401 -1.002 -3.878 2.150
F 0.2268 6.4338 2.1158 0.482 -1.525 -4.617
C -0.8816 5.4402 -0.0257 -2.666 2.073 -1.370
F -1.7808 6.6348 -0.2501 2.765 -3.725 0.615
F -0.6898 4.8343 -1.3627 0.013 1.822 4.290
C -1.7576 4.3938 0.8809 -3.389 -0.928 0.036
F -2.6888 5.0723 1.8412 3.489 -2.004 -3.194
F -2.6607 3.6584 -0.0820 3.075 2.386 3.023
C -0.8921 3.2383 1.6538 -1.313 -2.053 2.284
F -1.8418 2.1110 1.9403 3.052 3.643 -0.813
F -0.3608 3.6825 2.9971 -1.586 -1.021 -4.277
N 1.7937 -1.2914 -2.0928 0.409 1.369 0.554
C 2.3886 -1.5714 -0.7152 1.076 -0.553 0.665
C 2.4980 -3.1653 -0.3398 1.122 -0.796 0.272
C 2.8733 -4.1435 -1.6096 0.221 -0.079 0.980
O 1.3159 -3.7266 0.3368 1.888 -0.075 -0.095
C 1.6833 -4.6712 1.4056 -1.346 -0.078 1.392
C 1.5556 -3.8758 2.8349 -0.175 1.727 3.605
C 2.8579 -3.1879 3.5578 -3.403 -0.027 1.371
C 2.7413 -2.4282 5.0200 -2.951 -1.440 -1.259
C 1.3010 -2.3247 5.8266 0.874 -2.285 -4.906
C -0.0253 -2.9898 5.0548 3.306 -0.043 -1.137
C 0.0731 -3.7533 3.5887 3.224 1.712 2.270
C 0.3499 -1.7915 -2.2542 -2.937 0.691 1.092
N 0.0295 -2.6885 -3.4406 -3.952 -5.207 3.398
C -0.7815 -3.6973 -2.9033 1.679 -3.955 1.306
O -1.2552 -4.8332 -2.3560 3.523 9.540 -4.740
H -3.8667 0.7560 0.8256 0.496 -1.444 -2.011
H -3.5507 -1.0745 0.3711 -0.595 2.285 -0.983
H -4.9013 -0.0816 -0.5100 2.293 -0.019 0.785
H -2.4331 -1.7165 -1.3873 1.338 1.969 0.079
H -1.3266 -0.7644 -0.1405 -0.807 -0.065 -2.087
H -0.2211 -0.2045 -4.5686 -1.936 0.264 1.251
H -0.0935 2.2160 -3.9300 -2.174 -1.027 0.473
H -1.8375 2.0640 -4.6826 1.407 -0.625 2.024
H -1.6571 2.1398 -2.7634 1.060 -0.929 -2.025
H 0.3242 0.6014 -0.8684 -0.231 0.420 -0.717
H 3.8613 0.7410 -2.4765 -1.869 0.288 0.317
H 2.0050 3.0189 -3.1383 1.697 -1.083 1.714
H 3.8123 3.1385 -2.5193 -2.192 -1.374 0.627
H 0.9790 2.9481 -0.9071 2.171 0.188 0.185
H 2.6770 2.6317 0.0077 -1.072 1.272 -1.502
H 1.7325 4.1030 1.3077 -0.388 2.293 -1.413
H 2.6890 5.7067 1.0740 -2.206 -1.112 -0.970
H -0.0061 2.7824 1.0304 -1.892 1.060 1.328
H 1.8558 -0.9418 0.1272 0.755 -1.491 -1.427
H 3.5073 -1.1592 -0.7577 -2.317 -1.031 0.076
H 3.3998 -3.2681 0.4322 -1.764 0.546 -1.617
H 3.3163 -5.1429 -1.1330 -0.922 2.170 -1.117
H 1.9164 -4.4473 -2.2125 1.947 0.872 1.027
H 3.7058 -3.6223 -2.2453 -1.705 -1.122 0.956
H 0.8532 -5.5156 1.4145 1.699 1.836 -0.109
H 2.7101 -5.2113 1.2457 -1.766 1.350 0.316
H 3.8977 -3.2615 2.9764 -2.468 0.210 1.608
H 3.7304 -1.9754 5.5085 -2.455 -1.118 -1.230
H 1.2576 -1.8074 6.8762 -0.059 -1.166 -2.359
H -1.0460 -2.8935 5.6449 2.258 -0.350 -1.646
H -0.9266 -4.2044 3.1349 2.478 1.070 0.978
H -0.1378 -2.3833 -1.3637 2.154 1.460 -0.717
O -6.1848 -3.3630 1.5486 0.530 -0.450 -0.006
S -6.7546 -2.0033 1.5358 -0.616 -0.266 0.078
O -6.1824 -1.2203 2.6461 0.402 0.324 0.531
O -8.2182 -2.0822 1.6933 -0.306 0.137 0.063
O -6.4326 -1.3479 0.2551 0.210 0.297 -0.752
```
Positions in Å, forces in eV/Å.

Its strongest force on any atom is 0.21819 hartree/bohr. The orbital gap comes out at 1.483 eV. The lowest unoccupied orbital energy comes out at -0.76 eV. For the calculated total energy, the calculation gives -84049.4555 eV. For the HOMO energy, the calculation gives -0.08230 Ha. The charge is -1.